Record 1
{
  "formula": "C3H3N3O",
  "method": "the ωB97M-V functional and the def2-TZVPD basis",
  "symbols": ["O", "C", "N", "C", "N", "C", "N", "H", "H", "H"],
  "coordinates": [[-3.07, 1.44, -0.19], [-2.10, 0.97, -0.69], [-0.86, 0.80, 0.08], [1.86, -2.14, 0.89], [1.55, -1.00, 0.52], [1.27, 0.11, -0.02], [-0.01, 0.30, -0.67], [-2.01, 0.62, -1.74], [1.68, -2.32, 1.95], [1.99, 0.92, -0.10]],
  "de_lowest_kcal_mol": 112.8,
  "orbital_gap_ha": 0.2807
}

***

Record 2
{
  "formula": "C19H13BeF6N6O4S2",
  "method": "the ωB97M-V functional and the def2-TZVPD basis",
  "symbols": ["Be", "C", "C", "C", "C", "C", "C", "N", "N", "C", "C", "C", "C", "C", "N", "H", "H", "H", "H", "H", "H", "H", "H", "H", "F", "C", "F", "F", "S", "O", "O", "N", "S", "O", "O", "C", "F", "F", "F", "N", "C", "C", "C", "C", "N", "C", "C", "H", "H", "H", "H"],
  "coordinates": [[0.10, -0.59, 0.86], [-1.01, 1.69, -5.30], [-0.14, 2.09, -4.30], [-0.05, 1.36, -3.13], [-0.83, 0.21, -2.94], [-1.69, -0.20, -3.98], [-1.78, 0.54, -5.14], [-0.80, -0.45, -1.73], [-1.27, -1.62, -1.74], [-1.29, -2.39, -0.63], [-2.20, -3.46, -0.64], [-2.20, -4.36, 0.41], [-1.22, -4.23, 1.39], [-0.33, -3.17, 1.31], [-0.39, -2.22, 0.37], [-1.10, 2.28, -6.20], [0.47, 2.96, -4.43], [0.65, 1.64, -2.37], [-2.29, -1.08, -3.83], [-2.43, 0.21, -5.93], [-2.89, -3.55, -1.46], [-2.92, -5.16, 0.44], [-1.14, -4.95, 2.18], [0.47, -3.09, 2.03], [3.39, 0.18, 3.29], [2.34, 0.27, 4.10], [1.90, 1.52, 4.06], [2.72, -0.01, 5.33], [1.02, -0.92, 3.46], [1.23, -0.80, 2.00], [1.31, -2.20, 4.00], [-0.39, -0.37, 3.82], [-1.03, 0.64, 2.80], [-0.44, 1.92, 2.73], [-1.24, 0.01, 1.48], [-2.79, 0.77, 3.45], [-3.44, 1.73, 2.82], [-3.41, -0.38, 3.20], [-2.81, 1.01, 4.74], [4.58, 4.39, -1.50], [3.83, 3.60, -1.15], [2.90, 2.61, -0.75], [1.61, 2.96, -0.33], [0.73, 1.96, 0.01], [1.04, 0.66, -0.03], [2.27, 0.33, -0.44], [3.23, 1.25, -0.80], [1.31, 4.00, -0.29], [-0.28, 2.20, 0.32], [2.49, -0.73, -0.47], [4.21, 0.94, -1.12]],
  "de_lowest_kcal_mol": 28.8,
  "orbital_gap_ha": 0.2771,
  "charge": 1
}

***

Record 3
{
  "formula": "C5H10CdMgO3",
  "method": "the ωB97M-V functional and the def2-TZVPD basis",
  "symbols": ["O", "C", "C", "O", "C", "Cd", "H", "H", "H", "H", "H", "H", "H", "C", "C", "O", "Mg", "H", "H", "H"],
  "coordinates": [[-1.73, -0.10, -0.21], [-1.22, -1.31, -0.67], [-0.07, -1.16, -1.66], [0.76, -0.11, -1.15], [2.16, -0.22, -1.19], [-0.41, 1.36, -0.40], [-1.98, -1.96, -1.13], [-0.80, -1.83, 0.22], [-0.42, -0.87, -2.66], [0.51, -2.09, -1.76], [2.53, 0.81, -1.12], [2.51, -0.78, -0.31], [2.43, -0.78, -2.09], [-1.17, 2.21, 1.46], [-0.93, 0.92, 2.07], [0.32, 0.72, 2.33], [1.84, -0.55, 2.69], [-0.46, 3.01, 1.73], [-2.23, 2.45, 1.29], [-1.66, 0.25, 2.56]],
  "de_lowest_kcal_mol": 74.0,
  "orbital_gap_ha": 0.1597
}

***

Record 4
{
  "formula": "C5H12NO2",
  "method": "the ωB97M-V functional and the def2-TZVPD basis",
  "symbols": ["N", "C", "O", "O", "H", "H", "C", "C", "C", "C", "H", "H", "H", "H", "H", "H", "H", "H", "H", "H"],
  "coordinates": [[-2.01, 1.89, 0.45], [-1.22, 1.00, -0.36], [-1.79, -0.02, -0.85], [-0.04, 1.46, -0.52], [-1.60, 2.81, 0.37], [-3.00, 1.91, 0.12], [2.58, -0.40, -0.91], [1.94, -0.79, 0.45], [0.63, -1.59, 0.20], [-0.33, -1.47, 1.40], [2.93, -1.27, -1.48], [3.43, 0.30, -0.82], [1.81, 0.12, -1.51], [1.64, 0.16, 0.95], [2.68, -1.29, 1.11], [0.88, -2.61, -0.11], [0.12, -1.09, -0.65], [0.20, -1.69, 2.34], [-1.12, -2.22, 1.29], [-0.82, -0.49, 1.48]],
  "de_lowest_kcal_mol": 6.6,
  "orbital_gap_ha": 0.3169,
  "charge": -1
}

***

Record 5
{
  "formula": "C8H12F24Li2N4O22S8",
  "method": "the ωB97M-V functional and the def2-TZVPD basis",
  "symbols": ["Li", "Li", "C", "F", "F", "F", "S", "O", "O", "N", "S", "O", "O", "C", "F", "F", "F", "C", "F", "F", "F", "S", "O", "O", "N", "S", "O", "O", "C", "F", "F", "F", "C", "F", "F", "F", "S", "O", "O", "N", "S", "O", "O", "C", "F", "F", "F", "C", "F", "F", "F", "S", "O", "O", "N", "S", "O", "O", "C", "F", "F", "F", "O", "H", "H", "O", "H", "H", "O", "H", "H", "O", "H", "H", "O", "H", "H", "O", "H", "H"],
  "coordinates": [[2.32, 1.27, 2.11], [-0.07, 5.97, 2.86], [-1.64, -8.68, -0.12], [-2.78, -8.96, 0.49], [-0.97, -7.85, 0.70], [-0.85, -9.75, -0.28], [-1.87, -7.85, -1.77], [-0.58, -7.63, -2.34], [-2.68, -8.77, -2.52], [-2.78, -6.55, -1.34], [-1.94, -5.26, -1.72], [-0.73, -5.11, -0.96], [-1.82, -5.01, -3.13], [-3.11, -3.93, -1.10], [-3.23, -4.03, 0.23], [-2.81, -2.71, -1.46], [-4.34, -4.19, -1.59], [3.15, 4.70, 5.64], [4.40, 4.95, 5.27], [3.11, 3.64, 6.41], [2.65, 5.72, 6.32], [2.17, 4.48, 4.03], [2.72, 5.39, 3.08], [2.25, 3.08, 3.80], [0.64, 5.04, 4.45], [-0.21, 3.72, 4.87], [-1.05, 3.31, 3.78], [0.45, 2.78, 5.69], [-1.50, 4.54, 5.95], [-0.95, 5.21, 6.95], [-2.22, 5.39, 5.22], [-2.30, 3.61, 6.43], [1.10, -4.44, -5.22], [-0.16, -4.60, -5.58], [1.44, -5.43, -4.41], [1.79, -4.46, -6.36], [1.34, -2.84, -4.27], [1.16, -3.08, -2.88], [2.64, -2.39, -4.67], [0.21, -1.89, -5.04], [-0.18, -0.82, -3.95], [-1.14, -1.27, -2.98], [0.98, -0.08, -3.50], [-1.14, 0.44, -4.91], [-2.12, -0.11, -5.65], [-1.59, 1.34, -4.06], [-0.36, 1.12, -5.78], [1.98, 3.78, -0.77], [2.79, 4.52, 0.01], [1.58, 4.53, -1.76], [2.63, 2.71, -1.15], [0.48, 3.29, 0.27], [0.43, 4.30, 1.29], [-0.63, 3.40, -0.62], [0.87, 1.87, 0.98], [0.02, 0.70, 0.25], [-0.13, 0.78, -1.16], [0.58, -0.54, 0.70], [-1.70, 0.76, 1.06], [-1.55, 0.44, 2.36], [-2.27, 1.95, 0.97], [-2.48, -0.16, 0.58], [1.72, 5.08, -4.74], [1.63, 4.34, -5.34], [0.92, 5.05, -4.20], [3.27, -0.46, 1.65], [3.31, -1.28, 2.16], [3.49, -0.72, 0.75], [-3.35, 4.85, 0.03], [-2.77, 4.16, -0.33], [-4.24, 4.54, -0.15], [4.01, 2.22, 1.57], [4.78, 1.84, 1.14], [3.99, 3.14, 1.28], [2.02, -3.56, -0.14], [1.58, -3.69, -1.01], [1.40, -2.98, 0.32], [-4.25, -1.12, 2.54], [-4.07, -0.18, 2.53], [-3.43, -1.52, 2.23]],
  "de_lowest_kcal_mol": 41.5,
  "orbital_gap_ha": 0.2136,
  "charge": -2
}

***

Record 6
{
  "formula": "C19H41F6N6O10S2",
  "method": "the ωB97M-V functional and the def2-TZVPD basis",
  "symbols": ["O", "H", "H", "H", "C", "F", "F", "F", "S", "O", "O", "N", "S", "O", "O", "C", "F", "F", "F", "C", "C", "C", "C", "C", "C", "N", "O", "C", "C", "C", "H", "H", "H", "H", "H", "H", "H", "H", "H", "H", "H", "H", "H", "H", "H", "H", "H", "H", "O", "C", "N", "C", "H", "H", "H", "H", "H", "O", "C", "N", "C", "H", "H", "H", "H", "H", "O", "C", "N", "C", "H", "H", "H", "H", "H", "O", "C", "N", "C", "H", "H", "H", "H", "H"],
  "coordinates": [[-0.34, -0.38, -0.43], [-0.42, -1.00, 0.29], [-0.61, -0.70, -1.30], [-0.76, 0.46, -0.21], [1.43, 0.21, -3.46], [0.93, 1.26, -2.77], [2.12, 0.64, -4.50], [2.18, -0.37, -2.51], [0.06, -0.99, -4.11], [-0.38, -0.41, -5.36], [0.66, -2.31, -4.25], [-0.99, -1.03, -2.70], [-2.37, -0.98, -3.49], [-2.79, 0.37, -4.00], [-2.71, -2.07, -4.38], [-3.62, -1.39, -2.05], [-3.34, -2.70, -1.84], [-3.49, -0.64, -1.01], [-4.85, -1.23, -2.53], [3.76, 3.66, -0.39], [3.26, 3.41, 1.04], [2.03, 4.18, 1.22], [1.18, 4.09, 2.51], [0.95, 2.56, 2.79], [2.22, 1.62, 2.72], [3.02, 1.97, 1.49], [4.02, 0.95, 1.05], [2.91, 1.99, 3.99], [1.62, 0.14, 2.84], [4.35, 4.17, 1.93], [3.69, 4.72, -0.64], [3.25, 3.07, -1.15], [4.80, 3.37, -0.54], [2.15, 5.23, 0.95], [1.37, 3.86, 0.41], [0.32, 4.76, 2.42], [1.56, 4.51, 3.44], [0.09, 2.37, 2.15], [0.42, 2.47, 3.73], [3.84, 1.44, 4.05], [3.03, 3.06, 4.14], [2.27, 1.68, 4.82], [2.34, -0.54, 3.30], [0.66, 0.04, 3.34], [1.61, -0.34, 1.85], [5.21, 3.51, 2.00], [4.04, 4.45, 2.94], [4.60, 5.03, 1.32], [0.31, -6.09, -3.93], [-0.83, -5.66, -4.03], [-0.97, -4.38, -4.27], [-2.02, -6.60, -4.06], [-0.11, -3.84, -4.29], [-1.89, -4.00, -4.18], [-1.74, -7.64, -4.18], [-2.67, -6.29, -4.88], [-2.45, -6.53, -3.06], [-1.56, -0.36, 2.02], [-2.37, -0.90, 2.62], [-3.01, -2.02, 2.20], [-2.79, -0.30, 3.98], [-3.72, -2.39, 2.80], [-2.56, -2.67, 1.57], [-1.86, -0.24, 4.54], [-3.52, -0.92, 4.49], [-3.29, 0.66, 4.01], [-0.68, -2.87, 0.34], [0.09, -3.69, -0.12], [0.21, -3.54, -1.42], [0.97, -4.69, 0.65], [-0.27, -2.74, -1.81], [0.68, -4.19, -2.03], [0.53, -5.41, 1.34], [1.55, -4.00, 1.26], [1.63, -5.22, -0.03], [-1.72, 1.87, -0.68], [-2.28, 2.87, -0.21], [-2.12, 3.94, -0.91], [-3.09, 2.79, 1.12], [-2.19, 4.89, -0.58], [-1.67, 3.70, -1.78], [-2.51, 2.26, 1.87], [-4.03, 2.26, 0.98], [-3.35, 3.76, 1.55]],
  "multiplicity": 2,
  "orbital_gap_ha": [0.3268, 0.3124]
}

***

Record 7
{
  "formula": "C26H28N2O4S",
  "method": "the ωB97M-V functional and the def2-TZVPD basis",
  "symbols": ["C", "C", "O", "C", "C", "C", "C", "C", "N", "C", "O", "C", "C", "C", "C", "S", "C", "C", "C", "C", "C", "C", "C", "C", "N", "C", "C", "O", "C", "C", "C", "O", "C", "H", "H", "H", "H", "H", "H", "H", "H", "H", "H", "H", "H", "H", "H", "H", "H", "H", "H", "H", "H", "H", "H", "H", "H", "H", "H", "H", "H"],
  "coordinates": [[-7.44, -0.84, 3.26], [-6.86, -0.88, 1.85], [-5.60, -0.23, 1.90], [-4.91, 0.08, 0.77], [-3.87, 0.98, 0.96], [-3.06, 1.40, -0.07], [-3.27, 0.91, -1.35], [-2.39, 1.35, -2.49], [-0.99, 1.15, -2.18], [-0.15, 2.19, -1.95], [-0.47, 3.35, -2.10], [1.22, 1.78, -1.52], [1.88, 0.69, -2.09], [3.16, 0.38, -1.70], [3.79, 1.12, -0.72], [5.46, 0.71, -0.24], [5.34, -1.05, -0.02], [4.20, -1.64, 0.50], [4.16, -3.01, 0.68], [5.26, -3.81, 0.36], [5.22, -5.29, 0.57], [6.40, -3.20, -0.14], [6.45, -1.83, -0.33], [3.15, 2.22, -0.13], [3.83, 2.94, 0.84], [3.38, 3.98, 1.63], [4.46, 4.47, 2.57], [2.27, 4.44, 1.58], [1.87, 2.54, -0.56], [-4.30, 0.00, -1.56], [-5.13, -0.43, -0.53], [-6.14, -1.34, -0.71], [-6.40, -1.81, -2.01], [-7.55, 0.20, 3.58], [-8.40, -1.33, 3.28], [-6.77, -1.34, 3.95], [-6.74, -1.92, 1.52], [-7.53, -0.36, 1.15], [-3.72, 1.35, 1.97], [-2.27, 2.11, 0.11], [-2.50, 2.43, -2.66], [-2.64, 0.81, -3.40], [-0.71, 0.22, -1.91], [1.40, 0.11, -2.87], [3.69, -0.45, -2.15], [3.34, -1.04, 0.76], [3.27, -3.47, 1.07], [5.70, -5.54, 1.52], [4.19, -5.65, 0.61], [5.75, -5.81, -0.22], [7.26, -3.80, -0.39], [7.34, -1.36, -0.73], [4.77, 2.61, 1.02], [4.77, 3.66, 3.24], [4.06, 5.29, 3.17], [5.32, 4.81, 2.01], [1.36, 3.40, -0.13], [-4.46, -0.38, -2.56], [-5.55, -2.37, -2.42], [-7.25, -2.48, -1.91], [-6.66, -0.99, -2.69]],
  "de_lowest_kcal_mol": 8.6,
  "orbital_gap_ha": 0.3140,
  "smiles": "CCOc1ccc(CNC(=O)c2ccc(Sc3ccc(C)cc3)c(NC(C)=O)c2)cc1OC"
}

***

Record 8
{
  "formula": "C17H10ClF5IrN5OS",
  "method": "the ωB97M-V functional and the def2-TZVPD basis",
  "symbols": ["Ir", "C", "C", "C", "C", "N", "C", "S", "N", "C", "H", "H", "H", "H", "H", "H", "H", "H", "Cl", "C", "H", "H", "F", "C", "C", "F", "C", "F", "C", "O", "C", "F", "C", "F", "N", "C", "C", "C", "N", "C", "N"],
  "coordinates": [[0.32, 0.15, 0.46], [-2.26, 4.76, -2.85], [-2.37, 3.30, -2.58], [-3.55, 2.58, -2.55], [-3.51, 1.22, -2.25], [-2.34, 0.60, -1.99], [-1.25, 1.29, -2.02], [0.34, 0.55, -1.76], [-1.24, 2.61, -2.31], [-4.74, 0.39, -2.18], [-3.23, 5.18, -3.08], [-1.58, 4.93, -3.69], [-1.87, 5.27, -1.97], [-4.49, 3.09, -2.72], [-0.35, 3.09, -2.31], [-5.64, 0.97, -2.37], [-4.80, -0.07, -1.19], [-4.66, -0.42, -2.90], [-2.06, -1.44, 1.62], [-0.82, -1.52, 0.39], [-1.28, -1.59, -0.59], [-0.14, -2.35, 0.59], [6.90, 1.40, -0.04], [5.70, 0.88, 0.16], [5.55, -0.49, 0.29], [6.61, -1.28, 0.21], [4.30, -1.04, 0.49], [4.15, -2.35, 0.60], [3.18, -0.21, 0.55], [1.96, -0.74, 0.79], [3.35, 1.15, 0.43], [2.26, 1.94, 0.57], [4.60, 1.72, 0.24], [4.73, 3.03, 0.14], [-0.96, 1.59, 0.87], [-1.47, 2.60, 1.18], [-2.08, 3.78, 1.52], [-2.97, 4.31, 0.57], [-3.66, 4.75, -0.24], [-1.75, 4.41, 2.75], [-1.47, 4.90, 3.75]],
  "de_lowest_kcal_mol": 31.4,
  "multiplicity": 2,
  "orbital_gap_ha": [0.2318, 0.1904],
  "charge": 1
}

***

Record 9
{
  "formula": "C3H3N3O",
  "method": "the ωB97M-V functional and the def2-TZVPD basis",
  "symbols": ["O", "C", "C", "C", "N", "N", "N", "H", "H", "H"],
  "coordinates": [[-2.26, 0.06, -0.30], [-1.04, 0.00, -0.01], [-0.28, 1.09, 0.26], [1.15, 1.22, 0.10], [1.62, -0.11, -0.36], [0.90, -1.26, 0.00], [-0.30, -1.20, 0.37], [-0.76, 2.05, 0.43], [1.74, 2.01, -0.14], [2.53, -0.35, -0.12]],
  "de_lowest_kcal_mol": 87.3,
  "orbital_gap_ha": 0.3287,
  "smiles": "O=c1cc[nH]nn1"
}

***

Results for largest force on an atom: 0.83 3.25 3.93 1.68 3.43 7.22 0.66 0.82 9.35 (in eV/Å, following the order of the records).